1.
Entry from the OMol25 dataset: a molecular structure, C56H62N5SSbZn (the ωB97M-V functional and the def2-TZVPD basis).

Each line ends with the Löwdin charge.
Element x y z (Å)
Zn1 0.37135 0.44474 0.56438  0.74
C1 4.23364 -2.99681 -4.50723  -0.09
C2 4.70475 -2.66152 -3.09235  -0.19
C3 3.57652 -2.50870 -2.11785  -0.13
C4 3.33757 -3.21563 -0.94022  -0.14
C5 4.25939 -4.27978 -0.41576  -0.20
C6 5.49390 -3.70135 0.27592  -0.08
C7 2.21483 -2.67702 -0.25751  -0.09
C8 2.29787 -2.77505 1.16314  0.07
C9 1.89101 -2.00761 2.20649  -0.22
C10 2.10480 -2.28386 3.62034  -0.12
C11 3.01887 -3.32718 4.18148  -0.19
C12 2.28853 -4.63109 4.50478  -0.09
C13 1.23874 -1.48104 4.29352  -0.13
C14 0.48069 -0.75870 3.27473  -0.21
C15 -0.84488 -0.25728 3.48444  0.05
C16 -1.74305 -0.35861 2.44003  -0.24
N1 -1.29064 -0.43955 1.15312  -0.01
C17 -2.23768 -1.02051 0.41635  -0.34
C18 -1.93892 -1.47589 -0.90620  -0.04
C19 -0.85442 -1.26470 -1.69032  -0.09
N2 0.54121 -0.81159 -1.35064  0.08
C20 0.91946 -0.13613 -2.58196  -0.13
C21 2.11643 -0.53851 -3.04218  0.07
C22 2.54661 -1.59179 -2.20279  -0.16
N3 1.66292 -1.73696 -1.17209  0.11
C23 -0.19032 0.25445 -3.46859  -0.24
C24 -1.24037 -0.78040 -3.07868  -0.25
C25 -1.88034 -1.73607 -4.05370  -0.16
C26 -1.05985 -3.01201 -4.20524  -0.07
C27 0.19986 0.54810 -4.90004  -0.17
C28 0.91704 1.88801 -5.04179  -0.07
C29 -3.42583 -1.25739 1.22972  -0.17
C30 -3.13985 -0.78587 2.47316  -0.11
C31 -4.04287 -0.73980 3.66180  -0.18
C32 -4.82561 0.57324 3.73298  -0.08
C33 -4.66131 -1.94181 0.74615  -0.19
C34 -4.51562 -3.46463 0.72512  -0.08
N4 0.97450 -1.00473 2.06607  0.08
C35 1.05752 -1.33111 5.76933  -0.20
C36 1.65129 -0.01687 6.28232  -0.08
H1 3.62045 -3.89906 -4.50356  0.08
H2 5.07872 -3.16029 -5.17710  0.07
H3 3.62881 -2.19186 -4.92747  0.06
H4 5.30684 -1.74774 -3.11062  0.12
H5 5.37325 -3.44990 -2.74217  0.10
H6 4.57046 -4.90125 -1.25957  0.11
H7 3.72725 -4.95384 0.25647  0.11
H8 6.07248 -3.08582 -0.41369  0.07
H9 6.14247 -4.49387 0.65132  0.07
H10 5.20754 -3.06436 1.11446  0.07
H11 2.91935 -3.61002 1.45502  0.09
H12 3.50204 -2.93816 5.08136  0.11
H13 3.82714 -3.52804 3.47354  0.10
H14 1.51037 -4.46666 5.25122  0.07
H15 2.97654 -5.38546 4.88910  0.07
H16 1.80465 -5.03189 3.61253  0.08
H17 -1.21143 -0.19099 4.49990  0.11
H18 -2.80769 -1.78071 -1.47755  0.11
H19 2.58880 -0.22272 -3.95419  0.12
H20 -1.97701 -1.25254 -5.02721  0.11
H21 -2.90042 -1.96762 -3.73066  0.12
H22 -1.50478 -3.67892 -4.94391  0.07
H23 -0.98754 -3.54888 -3.25840  0.08
H24 -0.04184 -2.77939 -4.52708  0.08
H25 -0.68964 0.55329 -5.52932  0.10
H26 0.82669 -0.26540 -5.27497  0.11
H27 0.31979 2.69322 -4.60958  0.05
H28 1.09835 2.12551 -6.09044  0.08
H29 1.87702 1.89450 -4.52345  0.07
H30 -3.45451 -0.86967 4.57358  0.11
H31 -4.73954 -1.58097 3.62722  0.11
H32 -4.14824 1.42765 3.78501  0.06
H33 -5.47725 0.59809 4.60721  0.07
H34 -5.44135 0.70206 2.84147  0.08
H35 -4.89853 -1.57909 -0.25908  0.10
H36 -5.50531 -1.65798 1.37836  0.11
H37 -3.67068 -3.76621 0.10369  0.07
H38 -5.41395 -3.94065 0.33135  0.07
H39 -4.33587 -3.84901 1.73016  0.08
H40 1.51854 -2.17567 6.28621  0.10
H41 -0.00657 -1.36869 6.02021  0.11
H42 2.71575 0.03911 6.05091  0.08
H43 1.52774 0.08092 7.36176  0.07
H44 1.16728 0.83688 5.80462  0.07
C37 -2.46552 1.37301 -3.97470  -0.03
C38 -1.54685 0.70609 -2.96912  -0.50
N5 -1.63691 1.23688 -1.61202  -0.62
H45 -3.41937 1.57476 -3.48812  0.06
H46 -2.66472 0.75573 -4.84821  0.08
H47 -2.05798 2.32494 -4.32278  0.07
S1 -3.15786 0.95402 -0.89892  0.81
Sb1 -0.76976 3.13477 -1.46390  1.55
C39 -2.44069 4.35203 -2.02636  -0.40
C40 -2.37419 5.04127 -3.23463  -0.17
C41 -3.41945 5.85610 -3.65024  -0.10
C42 -4.54710 5.98614 -2.85360  -0.09
C43 -4.62278 5.30981 -1.64346  -0.08
C44 -3.57334 4.50193 -1.22919  -0.13
C45 1.70173 1.89661 0.58772  -0.26
C46 1.98285 2.49991 1.82061  -0.15
C47 3.00159 3.43084 1.96964  -0.10
C48 3.78359 3.78607 0.87956  -0.11
C49 3.53519 3.20184 -0.35208  -0.10
C50 2.50987 2.27182 -0.48846  -0.18
C51 -0.97239 3.52385 0.61722  -0.41
C52 -1.52136 2.68578 1.57971  -0.16
C53 -1.45974 3.02887 2.92459  -0.09
C54 -0.86226 4.21664 3.31874  -0.09
C55 -0.32546 5.06649 2.36277  -0.09
C56 -0.37586 4.71606 1.02112  -0.14
H48 -1.49569 4.94719 -3.86696  0.08
H49 -3.35168 6.38843 -4.59068  0.10
H50 -5.36527 6.61943 -3.17253  0.10
H51 -5.50038 5.41604 -1.01797  0.10
H52 -3.63582 3.98606 -0.27895  0.08
H53 1.38525 2.24848 2.69260  0.08
H54 3.18342 3.88218 2.93818  0.10
H55 4.58003 4.51153 0.99141  0.09
H56 4.13850 3.47121 -1.21141  0.09
H57 2.34076 1.84514 -1.47040  0.05
H58 -2.01589 1.76956 1.28771  0.03
H59 -1.87440 2.35562 3.66622  0.09
H60 -0.81260 4.48023 4.36791  0.10
H61 0.14581 5.99417 2.66143  0.10
H62 0.07289 5.38359 0.29068  0.10

The calculation puts the total energy at -4862.49202 hartree. The value obtained for the HOMO-LUMO gap (spin up / spin down) is 0.1932 / 0.2032 Ha. As for the charge: 0.

***

2.
Entry from the OMol25 dataset: 2 unconnected molecules or ions with the total composition C2H7NS (the ωB97M-V functional and the def2-TZVPD basis).

Each line ends with the Löwdin charge.
Element x y z (Å)
C1 1.78538 -1.04403 -0.78643  0.10
C2 -1.75769 0.03205 0.53680  -0.40
N1 0.30334 1.47822 0.46191  -0.44
S1 -1.21199 1.66312 -0.01032  0.74
H1 0.95648 -1.76700 -0.66867  0.00
H2 1.63063 -0.24285 -0.16579  -0.10
H3 2.61669 -1.25927 -1.41042  -0.02
H4 -2.76025 -0.46054 0.16224  0.09
H5 -1.76592 0.02681 1.64989  0.04
H6 -0.82492 -0.51104 0.29373  -0.01
H7 1.02826 2.08453 -0.06293  0.03

The calculation puts the total energy at -533.17769 hartree. The value obtained for the energy above the lowest of the compared OMol25 structures with the same formula, charge and spin is 401.09 kJ/mol. The value obtained for the HOMO-LUMO gap (spin up / spin down) is 0.3059 / 0.3095 Ha. As for the charge: 0.

***

3.
Entry from the OMol25 dataset: a single C6H12O molecule (the ωB97M-V functional and the def2-TZVPD basis).

Each line ends with the Löwdin charge.
Element x y z (Å)
C1 2.01300 -0.53984 -0.18005  -0.04
C2 0.81225 0.36608 -0.55470  -0.42
O1 0.77968 1.66278 0.00348  -0.12
C3 -0.45980 1.83625 0.97156  -0.10
C4 -1.32206 0.58227 0.86815  -0.11
C5 -0.61649 -0.12853 -0.44566  -0.32
C6 -0.76842 -1.63523 -0.56482  -0.07
H1 1.89672 -1.13982 0.72968  0.07
H2 2.18737 -1.24235 -1.00991  0.07
H3 2.93243 0.05107 -0.08268  0.08
H4 0.79290 0.33635 -1.66484  0.14
H5 -0.03720 2.02448 1.96683  0.11
H6 -0.95210 2.73809 0.59454  0.11
H7 -1.34846 -0.03068 1.78799  0.11
H8 -2.36277 0.76647 0.55752  0.10
H9 -1.13891 0.41987 -1.24155  0.13
H10 -1.82065 -1.87073 -0.71796  0.07
H11 -0.19673 -2.13446 -1.36609  0.08
H12 -0.43296 -2.07012 0.38011  0.08

The calculation puts the total energy at -311.00526 hartree. The value obtained for the energy above the lowest of the compared OMol25 structures with the same formula, charge and spin is 141.81 kJ/mol. The value obtained for the HOMO-LUMO gap is 0.3861 Ha. As for the charge: 0.

***

4.
Entry from the OMol25 dataset: a molecular structure, C6H8KLiO5 (the ωB97M-V functional and the def2-TZVPD basis).

Each line ends with the Löwdin charge.
Element x y z (Å)
K1 -3.08619 -2.22756 2.67763  0.94
O1 -2.35368 -1.41928 0.22534  -0.20
O2 -1.85764 0.83237 -0.06846  -0.02
C1 -1.98308 1.60880 1.10730  -0.17
C2 -0.92957 1.00371 2.02110  -0.18
O3 -0.97630 -0.36554 1.65885  -0.12
C3 -1.43825 -0.49543 0.27379  -0.68
H1 -1.80039 2.66201 0.86439  0.12
H2 -2.99370 1.50360 1.53614  0.12
H3 -1.16420 1.10031 3.08759  0.12
H4 0.07075 1.41316 1.81509  0.12
Li1 1.36017 -2.20075 -1.96791  0.73
O4 -0.38277 -1.43427 -1.70052  -0.04
C4 3.07713 -0.82784 -1.96550  -0.24
C5 2.25201 0.21926 -1.41387  -0.15
O5 0.90670 -0.32573 -0.28142  -0.05
C6 -0.22962 -0.77748 -0.66198  -0.50
H5 3.21849 -0.71309 -3.05186  0.01
H6 3.97287 -1.06920 -1.37456  0.01
H7 1.62676 0.70678 -2.17484  0.10
H8 2.71052 0.80617 -0.60632  0.09

The calculation puts the total energy at -1217.07214 hartree. The value obtained for the energy above the lowest of the compared OMol25 structures with the same formula, charge and spin is 101.99 kJ/mol. The value obtained for the HOMO-LUMO gap is 0.2227 Ha. As for the charge: 0.

***

5.
Entry from the OMol25 dataset: 2 unconnected molecules or ions with the total composition C12H17N (the ωB97M-V functional and the def2-TZVPD basis).

Each line ends with the Löwdin charge.
Element x y z (Å)
C1 -3.21225 -1.12933 0.90000  -0.11
C2 -1.84987 -0.50333 1.27013  -0.23
C3 -1.08749 0.59927 0.53190  -0.16
C4 -0.69619 1.85784 0.96262  0.00
N1 0.21772 2.44069 0.04247  0.10
C5 0.21838 1.55433 -1.04980  -0.20
C6 1.02004 1.82857 -2.26004  -0.01
C7 0.89364 0.83677 -3.15447  -0.08
C8 0.23724 -0.43700 -2.75298  -0.07
C9 -0.57992 -0.62625 -1.69235  -0.01
C10 -0.49009 0.43009 -0.75128  -0.20
H1 -3.74655 -0.10306 0.63663  0.12
H2 -3.54798 -1.91193 1.65633  0.09
H3 -3.13458 -1.71565 -0.03398  0.05
H4 -2.02221 0.01799 2.25539  0.12
H5 -1.12892 -1.32020 1.41315  0.09
H6 -0.85637 2.38586 1.62629  -0.01
H7 0.87417 3.19876 0.19935  0.15
H8 1.55072 2.68428 -2.37882  0.07
H9 1.43515 0.79203 -4.15233  0.12
H10 0.43381 -1.07905 -3.49847  0.05
H11 -1.18536 -1.44984 -1.55494  0.09
C11 2.21807 -0.60225 2.13133  -0.18
C12 1.85635 -1.50848 0.99701  -0.20
H12 1.45566 0.12355 2.43065  0.06
H13 2.73591 -1.09195 2.99489  0.08
H14 3.00355 0.01427 1.74532  0.05
H15 2.69523 -2.19432 0.55122  0.09
H16 1.11674 -2.29959 0.86975  0.04
H17 1.57538 -0.79207 0.06504  0.10

The calculation puts the total energy at -522.06078 hartree. The value obtained for the energy above the lowest of the compared OMol25 structures with the same formula, charge and spin is 418.75 kJ/mol. The value obtained for the HOMO-LUMO gap is 0.3270 Ha. As for the charge: 0.

***

6.
Entry from the OMol25 dataset: a molecular structure, C2H4FN (the ωB97M-V functional and the def2-TZVPD basis).

Each line ends with the Löwdin charge.
Element x y z (Å)
C1 -1.02008 -0.13345 -0.34726  -0.19
C2 0.84332 1.41236 -0.06585  -0.01
N1 -0.32266 0.87979 -0.09460  -0.02
F1 -2.32556 -0.28130 -0.11922  0.02
H1 -0.04110 -2.16285 0.19661  -0.02
H2 1.52520 1.00724 0.76391  0.11
H3 1.09996 2.10153 -0.88593  0.08
H4 0.24092 -2.82332 0.55233  0.03

The calculation puts the total energy at -233.06403 hartree. The value obtained for the energy above the lowest of the compared OMol25 structures with the same formula, charge and spin is 386.37 kJ/mol. The value obtained for the HOMO-LUMO gap (spin up / spin down) is 0.3088 / 0.3088 Ha. As for the charge: 0.

***

7.
Entry from the OMol25 dataset: a molecular structure, CH8ClEuN2OP3 (the ωB97M-V functional and the def2-TZVPD basis).

Each line ends with the Löwdin charge.
Element x y z (Å)
N1 -2.01929 -1.85677 -1.19154  -0.08
P1 -1.70644 -1.43744 0.36963  0.69
P2 0.13656 -0.20853 0.46805  0.53
C1 -0.04917 1.01977 -0.95522  -0.48
N2 1.29318 1.15207 -1.59185  -0.15
P3 0.06319 0.78443 2.45230  0.36
O1 1.42139 0.11186 3.18828  -0.38
Cl1 0.63799 2.74858 2.17689  0.28
H1 -2.05701 -2.88225 -1.27665  0.06
H2 -1.58557 -2.55405 1.24325  0.03
H3 -2.77633 -0.63977 0.85834  0.04
H4 -0.81139 0.69335 -1.67257  0.08
H5 -0.34075 2.01654 -0.61187  0.08
H6 1.57197 0.25016 -1.98403  -0.11
H7 1.27563 1.86451 -2.32262  0.11
H8 1.44327 -0.79693 2.87846  0.02
Eu1 3.50276 -0.26554 -2.02887  1.90

The calculation puts the total energy at -2420.92323 hartree. Its expectation value of S² is 12.01. The value obtained for the HOMO-LUMO gap (spin up / spin down) is 0.2132 / 0.1908 Ha. As for the charge: +3. Its spin multiplicity is 7.

***

8.
Entry from the OMol25 dataset: a molecular structure, C23H20EuN7S (the ωB97M-V functional and the def2-TZVPD basis).

Each line ends with the Löwdin charge.
Element x y z (Å)
Eu1 1.30755 -0.90176 -0.11951  1.41
C1 2.21401 2.98553 0.57984  0.00
C2 1.36558 2.02640 -0.19060  -0.29
N1 0.42548 1.27639 0.26739  -0.02
N2 1.32811 0.64787 2.43894  -0.04
C3 0.43441 -0.55014 2.90579  -0.82
N3 0.31115 -0.63035 4.33608  0.04
S1 0.96296 -2.13172 2.20381  0.42
C4 1.53535 1.92050 -1.67723  -0.24
C5 1.80115 3.03147 -2.46612  0.01
C6 1.88200 2.87023 -3.83933  -0.03
C7 1.71442 1.60629 -4.38101  -0.04
C8 1.48773 0.54738 -3.51987  -0.12
N4 1.40531 0.68803 -2.19628  0.00
H1 1.90093 3.05328 1.61624  0.06
H2 2.12720 3.97735 0.13183  0.09
H3 3.26873 2.70746 0.53933  0.10
H4 1.12209 -1.13444 4.68285  0.08
H5 -0.48015 -1.23331 4.54011  0.09
H6 1.91577 4.00776 -2.01864  0.12
H7 2.06715 3.72304 -4.47851  0.12
H8 1.76626 1.43853 -5.44718  0.11
H9 1.37164 -0.46076 -3.90186  0.10
C9 0.12031 -3.68284 -3.83172  -0.04
C10 -1.26168 -3.59421 -3.86797  -0.03
C11 -1.92529 -2.98919 -2.81527  0.00
C12 -1.19278 -2.48480 -1.74644  -0.20
N5 0.14771 -2.53660 -1.73065  -0.01
C13 0.77599 -3.13031 -2.74732  -0.14
C14 -1.87105 -1.89855 -0.55039  -0.20
C15 -3.16877 -2.26452 -0.21907  0.01
C16 -3.72350 -1.74874 0.93658  -0.01
C17 -2.97966 -0.88670 1.72337  0.02
C18 -1.68517 -0.56480 1.33661  -0.21
N6 -1.15693 -1.07255 0.21643  0.03
C19 -0.77694 0.25261 2.22140  -0.29
C20 -1.47947 1.16995 3.21012  -0.01
C21 -0.84607 2.07099 3.96268  -0.06
C22 0.60337 2.27449 4.11670  -0.06
C23 1.57335 1.61086 3.49338  -0.12
N7 0.23955 1.14464 1.60637  -0.09
H10 0.68064 -4.16153 -4.62175  0.11
H11 -1.81877 -3.99254 -4.70531  0.12
H12 -3.00118 -2.89788 -2.83072  0.12
H13 1.85896 -3.16945 -2.68702  0.11
H14 -3.72185 -2.96621 -0.82511  0.11
H15 -4.72518 -2.02889 1.23314  0.12
H16 -3.39785 -0.50217 2.63954  0.11
H17 -2.55791 1.14111 3.27052  0.10
H18 -1.46414 2.70189 4.58969  0.11
H19 0.90362 2.99645 4.86603  0.11
H20 2.61585 1.74447 3.75012  0.11

The calculation puts the total energy at -2380.01071 hartree. Its expectation value of S² is 15.76. The value obtained for the HOMO-LUMO gap (spin up / spin down) is 0.2458 / 0.2656 Ha. As for the charge: +1. Its spin multiplicity is 8.

***

Question: What is the charge in the fifth record?
Answer: 0

***

Question: Which value of charge does entry 6 give?
Answer: 0

***

Question: What is the charge in the fifth record?
Answer: 0

***

Question: Among the records above, which one has the highest charge?
Answer: CH8ClEuN2OP3